This record from the OMol25 dataset describes one molecule with the formula C5H6O. The level of theory is ωB97M-V/def2-TZVPD.

Each line ends with the Mulliken charge.
Geometry (Å):
C (-2.02, -0.65, 0.08)  -0.68
C (-1.25, 0.34, -0.20)  0.45
C (-0.24, 1.14, -0.30)  -0.59
C (1.18, 0.68, 0.04)  -0.55
C (1.38, -0.81, -0.06)  0.06
O (0.55, -1.70, -0.15)  -0.44
H (-2.71, -1.19, -0.54)  0.24
H (-2.23, -1.06, 1.05)  0.23
H (-0.29, 2.24, -0.37)  0.29
H (1.87, 1.22, -0.57)  0.35
H (1.30, 0.91, 1.01)  0.33
H (2.46, -1.12, 0.02)  0.30

HOMO in eV: -8.78
Structure (SMILES): C=C=CCC=O
Orbital gap in eV: 9.7
E_LUMO in Eh: 0.0353